# 1
36
Properties=species:S:1:pos:R:3:forces:R:3 method="wB97M-V/def2-TZVPD" homo_lumo_gap_ev="7.5283 / 4.7553" total_charge=+1 e_tot_ha=-2669.0418 spin_multiplicity=2 lumo_ev="-4.51 / -7.28" fmax_ev_per_a=4.65
H 2.29926 -0.52028 -1.25334 -0.210 -0.149 -0.019
O -2.16143 0.85005 -4.31408 -0.005 0.261 0.852
Cu 1.80269 0.86412 1.66101 -1.319 -0.593 -0.516
O -0.41885 1.38001 -1.69753 -1.609 -2.538 1.494
H 3.38561 -1.65575 -1.05268 -0.414 0.654 -0.512
H -2.02372 0.92896 -1.30164 -1.507 -0.048 -0.041
O 1.20484 0.84659 -0.27584 3.772 2.034 0.250
H -1.10955 0.93179 2.49430 -2.930 -1.069 -0.733
H -2.75252 0.12145 -4.55255 0.255 0.269 0.337
H -0.77269 -1.07063 -1.70715 -0.512 -0.565 -1.072
C 0.07043 0.61472 -0.68652 -0.746 0.785 0.035
H 4.37249 0.05472 1.58944 0.271 -0.062 0.024
O 1.36185 -1.29212 1.86006 0.693 0.640 0.222
O -3.00062 0.83635 -1.28238 0.454 -0.605 0.204
O -2.67022 0.01671 1.66152 0.549 0.465 0.387
O 3.67664 0.45474 1.06708 -0.528 1.113 1.994
H 1.07512 3.19522 1.07548 -2.210 0.612 -2.636
H 0.19340 1.97827 -2.03479 1.963 1.622 -0.920
O -0.58232 -0.24828 -0.13309 -2.111 -1.234 -0.155
H -2.19326 0.92902 -3.32715 -0.353 -0.452 -1.386
O -1.14369 -1.46893 -2.53129 -0.240 -0.266 1.390
H -2.52398 -0.50951 2.44988 -0.342 -0.573 -0.006
O -1.36154 -3.15476 0.45145 1.586 -1.821 -0.033
H -3.14152 -0.08701 -0.99460 -0.069 0.793 -0.271
O 3.24073 -0.71672 -1.29011 0.889 -0.599 0.620
H -2.10034 -0.35203 0.96515 -0.124 0.032 0.065
O 1.75063 2.92699 1.63131 2.559 -1.721 1.067
H -0.19961 1.69441 3.54485 -0.604 -0.661 -1.022
H 0.47045 -1.64567 1.97413 -0.306 0.186 -0.176
H 1.48028 3.34188 2.42991 0.077 0.652 1.630
H -1.06271 -4.11655 0.40854 -1.104 1.511 0.221
H 3.64994 0.08734 0.18070 -0.020 -0.814 -1.796
H 1.94260 -1.84996 2.39389 -0.031 0.002 -0.003
H -1.93829 -1.89124 -2.14299 0.503 0.079 -0.635
O -0.26896 1.28760 2.64785 4.146 1.600 1.355
H -0.55112 -2.76149 0.09119 -0.422 0.459 -0.213



# 2
21
Properties=species:S:1:pos:R:3:forces:R:3 method="wB97M-V/def2-TZVPD" homo_lumo_gap_ev=9.4637 total_charge=+1 e_tot_ha=-365.7533 spin_multiplicity=1 lumo_ev=-4.82 fmax_ev_per_a=2.33 de_lowest_kcal_mol=48.6
N -0.20217 -0.18089 -0.56186 -1.212 -1.431 0.331
H -1.53441 0.52517 3.37908 0.231 -0.168 -0.273
H 1.28639 3.56446 -5.32852 -0.607 -0.086 -0.160
H -0.99989 1.42947 -1.37476 -0.055 0.083 -0.784
H 2.76040 -3.04269 -0.61774 0.036 0.123 0.063
C -0.46421 0.51215 -1.60290 1.214 -0.123 1.584
H 0.33007 -0.94933 2.36498 0.266 0.176 -0.356
H -1.48490 -1.08127 3.99046 0.406 -0.307 -0.478
H 3.34857 -1.73367 -0.05424 -0.305 -0.245 -0.131
O 1.03773 3.27045 -4.44110 1.218 0.176 -0.018
C -1.59271 -0.52621 3.05392 -1.592 1.218 1.031
H -0.28708 1.08295 0.99200 -0.781 0.465 0.532
C -0.78311 0.14276 0.78878 -0.211 -0.648 0.066
H 0.18332 -1.12541 -0.64035 0.736 0.307 -0.197
O 2.52193 -2.14682 -0.34976 0.040 0.217 0.034
H 1.91743 3.36750 -4.02988 -0.612 -0.148 0.247
H -0.90746 -1.87029 1.57336 -0.005 0.178 -0.102
H -1.86473 0.06348 0.67130 -0.070 1.362 -0.486
H 0.04012 0.21545 -2.51069 -0.530 0.187 -0.463
H -2.63553 -0.65625 2.75909 -0.088 -0.066 -0.070
C -0.66975 -0.86100 1.93882 1.920 -1.269 -0.370



# 3
46
Properties=species:S:1:pos:R:3:forces:R:3 method="wB97M-V/def2-TZVPD" homo_lumo_gap_ev="7.2027 / 7.2051" total_charge=+2 e_tot_ha=-1766.5431 spin_multiplicity=2 lumo_ev="-7.07 / -7.35" fmax_ev_per_a=0.85 de_lowest_kcal_mol=0.0
N -1.83351 -0.93220 0.53115 -0.010 -0.181 -0.051
C 1.13372 -2.58752 -1.03285 0.225 0.441 0.023
S -2.70416 1.83221 0.46361 0.119 -0.223 -0.375
C 1.91780 -3.73105 -1.05954 -0.030 -0.149 0.020
N -0.28526 0.59258 1.88191 0.016 -0.238 0.139
H -1.35782 -2.58686 1.81108 -0.048 -0.002 -0.084
C 1.75810 -1.22777 -1.15444 -0.065 -0.625 -0.063
N 2.57091 3.10567 -0.93658 -0.026 0.051 -0.009
C -0.05174 -5.10610 -0.88996 -0.107 0.023 0.024
H -1.31141 3.21290 1.67835 -0.031 0.021 0.036
H 0.64404 -1.27349 1.76857 -0.006 -0.004 -0.022
C -3.26154 -0.79101 0.24642 0.041 -0.098 0.091
H -0.71294 1.78030 3.59735 0.054 -0.065 -0.003
N 2.15801 0.89331 -0.77732 -0.271 -0.116 0.284
C -0.79484 -3.95113 -0.83749 0.039 -0.070 0.027
H -2.32561 -1.34179 2.54542 0.035 0.061 0.041
N 1.22249 -0.13579 -0.70446 0.197 0.254 -0.079
H -3.82491 -1.67746 0.55442 -0.008 0.018 0.044
H -2.76029 2.89055 2.62738 -0.010 -0.071 0.031
N -0.19138 -2.75554 -0.90102 -0.157 0.068 -0.111
H -4.81120 0.70274 0.53817 -0.018 0.024 0.057
H 2.99004 -3.64451 -1.12704 -0.009 -0.038 0.010
C -1.50715 -1.50032 1.83725 0.065 -0.123 -0.134
H 3.89616 -0.97036 -1.12602 -0.002 -0.006 0.018
C 3.09710 -1.19738 -1.83324 -0.028 0.031 0.006
H 1.94912 -5.87102 -1.00885 0.003 0.006 0.010
H -3.88290 0.38538 2.00500 0.040 -0.038 -0.011
C 1.69140 2.10255 -0.91637 0.119 0.127 -0.168
C -0.21399 -0.84469 2.28412 0.051 -0.047 0.262
C -3.82084 0.46022 0.91964 -0.039 0.071 -0.004
C -1.99137 2.42557 2.01100 0.065 0.121 0.051
Ru -0.75473 0.58944 -0.10286 -0.625 0.394 -0.419
H -3.39288 -0.68356 -0.83159 -0.015 -0.062 -0.026
H -0.05540 -0.95928 3.35957 0.036 0.108 -0.016
H 3.09629 -0.38830 -2.56192 0.025 0.003 0.019
H -0.79357 -1.92968 -0.76740 -0.034 0.071 0.141
C 1.32693 -4.98598 -0.98632 0.109 0.063 -0.004
H 0.64196 1.00014 1.97469 0.013 0.072 0.049
C -1.25072 1.33999 2.75593 0.099 0.148 0.119
H 3.31507 -2.12564 -2.34911 -0.004 0.022 -0.032
H -1.87148 -3.93486 -0.74263 0.000 0.003 -0.001
S -0.00544 2.51145 -1.11478 0.226 -0.060 0.154
H -1.94594 0.61566 3.17159 -0.041 -0.001 -0.013
H 2.27264 4.04551 -1.13144 0.004 0.008 0.022
H -0.53972 -6.06858 -0.84036 0.003 0.011 -0.023
H 3.55717 2.90808 -0.87254 -0.004 -0.003 -0.029



# 4
16
Properties=species:S:1:pos:R:3:forces:R:3 method="wB97M-V/def2-TZVPD" smiles=c1cc2c([nH]1)NCC2 homo_lumo_gap_ev=8.2243 total_charge=0 e_tot_ha=-342.8032 spin_multiplicity=1 lumo_ev=0.85 fmax_ev_per_a=6.73 de_lowest_kcal_mol=82.1
H 1.40270 -1.59524 -2.04675 -0.775 0.946 0.526
H -0.13506 0.98051 -2.26727 -0.310 -3.929 2.234
N -1.64541 0.38706 0.30855 -5.894 3.249 0.089
H -2.33101 0.73599 2.14011 1.873 0.196 1.006
C -0.03907 0.26620 1.77196 2.541 -1.240 2.518
H -2.69281 0.93232 0.10981 4.449 -2.518 -0.493
N -0.17194 -0.09773 -1.72716 0.362 3.374 -2.729
H 2.04784 0.04521 -2.15745 -1.988 -0.623 0.372
C -0.57571 -0.00423 -0.38778 1.782 0.590 0.276
C -1.32275 0.61517 1.67622 -3.003 -0.639 -2.726
C 1.75795 -0.54297 -0.11940 1.774 2.601 1.234
H 2.36730 -1.42196 0.42159 -1.587 1.699 -1.796
C 0.46224 -0.16118 0.48915 -0.895 0.188 2.442
H 0.46224 0.16994 2.76742 -0.220 0.204 -1.186
H 2.48684 0.49435 -0.01490 -1.547 -2.946 -0.134
C 1.23624 -0.56740 -1.60054 3.438 -1.153 -1.632



# 5
12
Properties=species:S:1:pos:R:3:forces:R:3 method="wB97M-V/def2-TZVPD" homo_lumo_gap_ev=8.3107 total_charge=-1 e_tot_ha=-360.3653 spin_multiplicity=1 lumo_ev=4.09 fmax_ev_per_a=1.41 de_lowest_kcal_mol=3.7
C 1.56310 -0.29838 -1.18539 -0.189 -1.021 -0.036
C -0.69528 -0.49862 -0.18272 -0.924 -0.954 -0.006
H -1.37849 1.39515 1.67820 -0.325 -0.088 -0.292
O -1.58196 -1.36481 0.01557 0.192 0.139 -0.169
H 2.23679 -1.03788 -1.64533 -0.215 0.115 -0.121
O -0.51832 0.57040 0.42139 0.533 1.153 0.613
H 0.02774 -1.72777 -1.52835 0.365 -0.105 -0.091
N 0.19544 -0.77802 -1.24456 -0.036 -0.243 -0.294
H 1.65507 0.62291 -1.75397 0.290 0.356 0.379
H -1.48512 1.50138 3.17889 -0.212 0.122 -0.065
O -1.89975 1.85914 2.38421 0.455 -0.117 0.275
H 1.88078 -0.24349 -0.13794 0.068 0.643 -0.193



# 6
16
Properties=species:S:1:pos:R:3:forces:R:3 method="wB97M-V/def2-TZVPD" homo_lumo_gap_ev=6.9330 total_charge=-1 e_tot_ha=-731.8038 spin_multiplicity=1 lumo_ev=3.24 fmax_ev_per_a=0.52
H -2.75281 -1.31582 -1.04262 0.393 0.147 0.239
H 0.75987 1.75426 -1.96855 0.208 -0.246 0.209
H -2.38730 -1.99720 1.33301 0.322 0.288 -0.240
C 0.41063 -0.10334 0.84642 0.255 0.041 0.235
H -0.34993 -1.20657 2.54361 -0.051 0.159 -0.497
H 1.75665 1.79972 -0.48071 -0.046 -0.318 -0.286
C -0.51626 -0.91745 1.49750 -0.022 -0.015 0.005
C 0.22270 0.28325 -0.48523 -0.226 -0.207 0.041
C -1.65431 -1.35873 0.82244 -0.139 -0.112 0.072
H 1.30187 0.24359 1.38581 -0.298 -0.044 -0.226
C 1.24502 1.13411 -1.19612 0.034 0.254 0.089
H 1.99986 0.49340 -1.68225 -0.194 0.292 0.167
C -0.92567 -0.16409 -1.14796 -0.055 -0.001 -0.070
H -1.09466 0.13463 -2.19094 0.070 -0.117 0.417
Cl 3.84173 2.19867 2.26969 -0.134 -0.080 -0.098
C -1.85740 -0.97842 -0.50410 -0.119 -0.041 -0.057



# 7
73
Properties=species:S:1:pos:R:3:forces:R:3 method="wB97M-V/def2-TZVPD" homo_lumo_gap_ev="5.7167 / 5.7170" total_charge=+1 e_tot_ha=-2039.1584 spin_multiplicity=1 lumo_ev="-4.66 / -4.66" fmax_ev_per_a=15.61
H 2.19342 -3.15379 -3.74856 0.080 0.066 -0.057
H -4.01978 -1.98169 -0.23496 0.119 0.335 -0.069
H -2.71018 5.45661 1.66974 -0.022 -0.064 -0.021
H 2.76412 2.57811 1.14774 -0.002 0.057 -0.101
H 2.68272 -3.15809 -0.41226 -0.100 0.069 0.057
C -3.13478 1.78651 0.55274 -1.233 -1.268 0.526
H -2.62478 -3.52099 0.75324 0.170 0.138 0.222
H 3.77752 1.59611 -2.13496 0.170 0.003 -0.055
H 3.73222 -0.05379 1.83154 0.389 -0.526 -0.698
C -2.85838 4.43261 1.34904 0.868 -0.910 0.147
H 1.09452 -1.78469 6.05774 0.019 -0.065 -0.067
Nb -0.42108 -0.24739 0.22344 0.038 3.631 -0.129
H 4.44292 -0.00879 -1.76286 0.040 0.075 -0.033
C -0.43918 2.34801 -3.64516 0.241 -0.128 0.081
C -2.96968 -1.79369 -0.48866 -1.203 -0.600 0.265
H 2.81522 -0.10409 5.39454 0.013 -0.068 -0.093
H 2.94692 0.68501 3.06214 -0.411 -0.142 0.568
C -1.94648 2.00081 -1.82506 -0.045 -0.028 -0.479
O -1.01998 1.29581 1.50564 1.658 -2.102 -0.513
C -4.01708 4.04951 0.69064 -0.389 -0.445 -0.417
H 2.00932 -1.43749 -4.16206 0.045 -0.052 0.038
C -4.15778 2.72391 0.29324 0.388 0.426 0.858
C 0.30682 -1.94779 4.06384 0.384 0.594 0.457
N -2.48558 -0.50839 -0.04976 -4.987 2.305 -1.044
H -0.94988 3.79521 2.12644 -0.193 -0.073 -0.087
C -1.65058 2.63031 -3.02116 0.315 -0.264 0.161
H 3.68062 -1.43709 0.73994 0.726 -0.317 0.156
Si 2.52962 0.53501 -0.24936 3.036 1.312 -0.320
H 1.09112 -2.98529 0.36034 1.228 -0.345 -0.930
C 1.97402 2.16721 0.51204 0.013 0.571 -0.511
C -1.85728 3.48571 1.60724 0.218 0.512 0.259
N -1.12388 1.12181 -1.22206 4.066 -0.155 -2.667
H -0.45948 -2.67109 4.31054 0.025 -0.011 0.015
C 4.04392 0.91051 -1.32516 -0.420 0.012 -0.022
C 0.41412 -1.48139 2.74554 -0.073 0.627 -0.225
H -2.88028 2.19271 -1.30566 0.591 0.070 -0.876
H 1.08142 2.02051 1.12744 0.276 0.504 -0.138
H -0.91878 -1.67459 -3.31556 -0.054 0.023 0.030
Si 1.10942 -1.90779 -1.88006 0.618 -0.495 -1.813
H -2.35248 3.33031 -3.46106 0.028 -0.122 0.165
O 1.38282 -0.10439 1.11114 -14.935 3.993 -2.161
H 3.30902 -1.95419 -3.06626 -0.069 0.008 -0.054
H 4.82922 1.37571 -0.72216 -0.021 -0.021 -0.071
C 0.45292 1.44501 -3.06636 -0.918 0.684 -0.168
C -1.94758 2.12881 1.23144 -2.467 2.370 -0.175
H -2.83528 -1.94019 -1.56466 -0.573 0.233 0.256
C 1.60412 -3.17019 -0.58786 0.060 0.056 0.159
C 2.22052 -0.08009 3.32754 -0.758 1.475 3.125
H -0.18658 2.83121 -4.58536 -0.029 -0.071 0.120
H -0.68498 -3.35589 -2.80956 0.043 -0.048 -0.301
C 1.36432 -0.54239 2.31144 -4.051 0.118 9.214
C 2.27112 -2.13399 -3.36036 -0.298 -0.156 0.364
H -1.11008 -1.44039 -0.96956 2.671 3.132 2.478
C -3.38858 0.39941 0.08964 0.222 0.890 0.670
C 1.17632 -1.45669 5.02984 -0.597 -0.511 -0.324
C 3.09512 -0.60009 1.12884 9.580 -2.906 -2.975
N -1.57078 -1.76809 1.34004 1.895 -3.535 1.870
C -2.07058 -2.68669 0.31064 -1.093 -1.202 0.174
H -1.35688 -2.17649 -1.66936 0.479 -1.449 -2.468
H 2.24252 -0.99679 1.68754 8.367 -5.433 -1.698
H 1.74412 2.90391 -0.26336 0.119 0.196 0.085
H 1.39452 1.23301 -3.56266 -0.099 -0.140 0.284
H 1.33852 -4.17799 -0.92246 -0.045 0.089 -0.039
H -5.05458 2.41341 -0.22936 -0.012 -0.095 0.023
C -0.63148 -2.31499 -2.47646 0.454 -1.147 -1.470
C 1.22532 -0.17119 -1.31836 -4.560 1.006 0.775
C 0.11972 0.82911 -1.85836 0.863 0.358 -1.397
H -4.44088 0.17891 -0.15766 0.492 -0.100 0.113
H 0.14042 -2.98129 1.23454 -1.267 0.158 0.666
C 2.13962 -0.52299 4.65884 -0.068 0.719 -1.638
H -1.28338 -3.09099 -0.33876 -0.087 -0.404 0.761
C -0.38448 -2.12859 1.70164 0.061 -1.354 1.162
H -4.79698 4.77161 0.48524 0.008 -0.069 0.002



# 8
41
Properties=species:S:1:pos:R:3:forces:R:3 method="wB97M-V/def2-TZVPD" homo_lumo_gap_ev="1.9677 / 4.6068" total_charge=-3 e_tot_ha=-2337.6215 spin_multiplicity=5 lumo_ev="6.78 / 6.73" fmax_ev_per_a=3.47
O -2.81089 1.82447 0.37314 1.604 0.683 -1.912
H -1.54803 2.54505 -2.70435 0.241 -0.743 -0.951
H -3.53522 1.98492 -1.48796 -0.015 -0.470 -1.079
O -0.47962 -1.42957 0.12171 0.652 0.329 0.692
H -1.21425 -0.57396 4.23446 1.003 -0.294 0.606
H -1.93048 -4.81905 -2.03028 -0.164 -0.151 0.317
H -2.75624 -1.22615 -2.10401 0.153 0.093 0.048
H -2.98000 3.48461 -0.92584 0.143 0.858 0.125
H 3.00266 -1.16130 0.11382 -0.215 -0.142 -0.899
H -0.28931 -4.33301 -2.38400 0.070 0.234 -0.019
C -1.25297 0.22201 3.49080 -1.740 0.714 -1.846
C -1.29520 2.33977 -1.66414 0.496 -0.764 1.744
O 0.24631 1.72496 2.00970 -1.011 -1.170 0.967
H 1.79162 2.04198 -0.63156 0.011 0.096 -0.287
Co -0.93368 0.69071 0.65387 -1.575 1.172 0.529
H 2.39593 -0.25222 1.37362 -0.035 0.844 0.291
H -0.74259 3.23936 -1.39312 0.114 0.526 0.400
H -2.98972 -1.72726 -0.41028 0.557 0.407 0.084
C 2.88625 2.07219 -0.51717 1.157 1.329 0.816
H 0.41693 -3.10455 -0.68013 0.170 0.138 0.259
H 1.54231 -0.03872 -0.14560 0.137 -0.443 -0.146
C -2.70305 2.43052 -0.94295 0.217 -1.814 2.314
N -1.46876 -2.79179 -1.43206 1.167 -0.608 0.787
C -2.74408 -2.07078 -1.41515 -0.040 -0.096 0.416
H 5.39574 1.47009 -0.24621 -0.124 0.449 0.710
H 4.84539 0.55643 1.29182 0.225 0.660 0.309
C -1.31490 -3.96879 -2.32390 -0.609 0.859 0.416
H -3.60017 -2.70922 -1.63332 0.345 -0.498 -0.448
H -2.01620 0.89491 3.88171 -0.216 0.735 0.653
H -1.68481 -3.68234 -3.30837 0.294 -0.046 -0.283
O -0.41550 1.22107 -1.33625 -1.880 1.064 -0.140
H 0.07324 1.92089 4.08378 -0.210 0.266 0.407
C 2.52756 -0.19679 0.29301 0.214 0.369 -0.084
C 0.05995 1.14477 3.31857 -0.162 -0.949 -2.387
C -0.42807 -2.40746 -0.56943 -2.296 -0.860 -2.459
H 0.94573 0.52515 3.45842 0.467 -0.530 0.578
N 3.42438 0.88465 -0.17640 -2.182 -1.259 0.491
O 3.60701 3.08741 -0.58125 -0.909 -0.678 -0.487
C 4.75210 0.72334 0.21873 1.523 -0.612 -0.661
O -1.91025 -0.33309 2.33934 2.440 0.785 0.251
H 5.13091 -0.20319 -0.21275 -0.018 -0.485 -0.125